{"formula": "C5H14Cl3MnO4", "method": "ωB97M-V with the def2-TZVPD basis set", "gap_ha": [0.3060, 0.3067], "charge": 1, "s_squared": 8.761, "multiplicity": 6, "e_lumo_ev": [-3.78, -4.48], "e_tot_ev": -82466.5768, "symbols": ["Mn", "Cl", "C", "C", "O", "O", "H", "H", "H", "H", "H", "H", "C", "C", "O", "O", "H", "H", "H", "H", "H", "H", "C", "Cl", "Cl", "H", "H"], "xyz": [[5.7467, 32.3299, -10.4013], [4.6676, 32.3045, -8.9947], [6.1479, 32.0014, -6.6813], [7.5638, 32.6439, -6.9533], [7.6362, 33.6133, -8.0535], [5.9423, 30.9757, -7.6504], [5.3803, 32.7591, -6.8385], [6.0070, 31.6585, -5.6562], [8.3684, 31.9140, -7.0427], [7.7994, 33.3372, -6.1459], [7.7676, 33.1002, -8.8542], [5.2918, 31.3845, -8.2259], [3.9789, 33.2493, -11.2725], [5.1181, 34.3835, -11.0140], [6.1461, 33.8802, -10.1738], [4.6665, 32.0828, -11.6865], [3.2206, 33.6746, -11.9298], [3.4929, 33.0140, -10.3256], [4.6338, 35.3036, -10.6870], [5.6089, 34.6398, -11.9528], [6.5733, 34.6051, -9.7117], [4.1904, 31.6544, -12.4016], [2.7690, 34.0568, -8.2139], [2.8746, 35.3095, -6.9617], [3.3606, 34.6587, -9.8022], [3.4533, 33.2391, -7.9877], [1.7489, 33.6777, -8.2738]], "forces_ev_per_angstrom": [[12.44, -11.74, -6.20], [-11.78, 1.17, 8.11], [1.72, 0.03, -1.14], [-0.79, 1.32, 1.23], [-0.53, -1.11, -0.10], [2.84, -2.00, 3.46], [0.12, 0.40, 0.27], [0.47, -0.25, -0.05], [-0.26, -0.14, -0.08], [0.06, -0.47, 0.46], [0.45, -0.17, 0.03], [1.36, -3.53, 2.31], [-0.06, 0.57, -1.71], [0.84, 0.73, -4.94], [3.24, 12.17, 0.68], [-4.33, -2.03, -7.93], [0.42, -0.44, -0.75], [0.13, -1.68, -2.63], [2.34, 0.41, -1.12], [0.05, -0.51, -0.55], [0.46, 0.24, 0.80], [0.16, -0.52, -0.35], [-1.38, 0.72, 0.97], [-0.05, -0.32, -0.36], [-6.86, 5.68, 8.97], [-1.07, 1.14, 0.70], [0.02, 0.29, -0.10]], "lowdin_charge": [0.675, 0.800, -0.223, -0.151, -0.092, -0.171, 0.075, 0.126, 0.126, 0.119, 0.048, -0.317, -0.439, -0.320, -0.242, -0.134, 0.154, -0.053, 0.026, 0.154, 0.161, 0.168, -0.874, 0.573, 0.839, -0.086, 0.060]}



{"formula": "C14H18LiN3Si", "method": "ωB97M-V with the def2-TZVPD basis set", "gap_ha": 0.1332, "charge": 0, "e_lumo_ev": -1.88, "e_tot_ev": -27362.1569, "symbols": ["Li", "C", "C", "C", "C", "C", "C", "N", "N", "C", "C", "C", "C", "C", "N", "H", "H", "H", "H", "H", "H", "H", "H", "H", "C", "Si", "C", "C", "H", "H", "H", "H", "H", "H", "H", "H", "H"], "xyz": [[-0.0423, 0.3079, 0.0102], [-1.6795, -3.4710, -3.9063], [-1.1576, -4.2692, -2.8918], [-0.6495, -3.6950, -1.7467], [-0.6538, -2.2988, -1.5965], [-1.1812, -1.5047, -2.6196], [-1.6903, -2.0908, -3.7622], [-0.1594, -1.6276, -0.4820], [0.2901, -2.3689, 0.4321], [0.7850, -1.7348, 1.5579], [1.2665, -2.5529, 2.5848], [1.7601, -1.9693, 3.7324], [1.7645, -0.5826, 3.8332], [1.2748, 0.1540, 2.7663], [0.8000, -0.3956, 1.6583], [-2.0750, -3.9215, -4.8069], [-1.1527, -5.3452, -3.0061], [-0.2409, -4.2972, -0.9488], [-1.1824, -0.4274, -2.4975], [-2.0965, -1.4700, -4.5498], [1.2321, -3.6247, 2.4469], [2.1386, -2.5792, 4.5417], [2.1413, -0.0819, 4.7131], [1.2592, 1.2382, 2.7932], [-0.8021, 4.0117, -1.3977], [-0.1223, 2.9318, 0.0236], [-1.0748, 3.5397, 1.5711], [1.6961, 3.5141, 0.2176], [-0.6874, 5.0788, -1.1693], [-1.8641, 3.8218, -1.5681], [-0.2761, 3.8151, -2.3343], [-0.8956, 4.6056, 1.7588], [-0.7954, 2.9900, 2.4736], [-2.1475, 3.3989, 1.4226], [1.7534, 4.5779, 0.4805], [2.2340, 3.3711, -0.7219], [2.2306, 2.9515, 0.9877]], "forces_ev_per_angstrom": [[-0.06, 0.93, -0.08], [0.04, 0.15, 0.10], [-0.05, -0.02, -0.11], [0.14, 0.28, 0.34], [-0.53, -0.55, -1.24], [0.20, 0.09, 0.43], [-0.09, -0.11, -0.24], [0.67, -0.47, 1.50], [-0.70, -0.24, -1.56], [0.77, 0.80, 1.70], [-0.31, -0.11, -0.67], [0.10, 0.42, 0.23], [0.03, -0.42, -0.02], [-0.05, 0.35, -0.11], [-0.13, -0.75, -0.25], [0.00, -0.02, 0.01], [0.02, 0.00, 0.04], [-0.01, -0.07, -0.03], [0.00, 0.01, -0.01], [0.01, 0.01, 0.02], [0.02, 0.00, 0.04], [-0.01, -0.02, -0.01], [-0.01, 0.01, 0.00], [-0.01, -0.02, -0.01], [0.08, 0.25, 0.21], [-0.12, -1.04, -0.35], [0.24, 0.31, -0.09], [-0.23, 0.33, 0.16], [-0.03, 0.02, -0.06], [-0.01, -0.03, 0.01], [0.02, -0.03, 0.00], [-0.06, 0.01, 0.06], [0.01, -0.01, 0.02], [-0.02, -0.02, 0.00], [0.08, 0.00, -0.01], [0.01, -0.02, -0.03], [0.01, -0.01, 0.02]], "lowdin_charge": [0.395, -0.069, -0.074, -0.016, -0.259, -0.010, -0.070, 0.024, 0.087, -0.324, 0.004, -0.048, -0.033, -0.111, 0.056, 0.107, 0.107, 0.104, 0.106, 0.109, 0.115, 0.113, 0.111, 0.110, -0.311, 0.387, -0.308, -0.309, 0.012, -0.001, -0.001, 0.012, -0.015, 0.002, 0.012, 0.001, -0.017]}



{"formula": "C32H88N8O8", "method": "ωB97M-V with the def2-TZVPD basis set", "gap_ha": 0.3306, "charge": 0, "smiles": "COC[C@H](C)N.COC[C@H](C)N.COC[C@H](C)N.COC[C@H](C)N.COC[C@H](C)N.COC[C@H](C)N.COC[C@H](C)N.COC[C@H](C)N", "e_lumo_ev": 0.34, "e_tot_ev": -62902.9978, "symbols": ["C", "O", "C", "C", "C", "N", "H", "H", "H", "H", "H", "H", "H", "H", "H", "H", "H", "C", "O", "C", "C", "C", "N", "H", "H", "H", "H", "H", "H", "H", "H", "H", "H", "H", "C", "O", "C", "C", "C", "N", "H", "H", "H", "H", "H", "H", "H", "H", "H", "H", "H", "C", "O", "C", "C", "C", "N", "H", "H", "H", "H", "H", "H", "H", "H", "H", "H", "H", "C", "O", "C", "C", "C", "N", "H", "H", "H", "H", "H", "H", "H", "H", "H", "H", "H", "C", "O", "C", "C", "C", "N", "H", "H", "H", "H", "H", "H", "H", "H", "H", "H", "H", "C", "O", "C", "C", "C", "N", "H", "H", "H", "H", "H", "H", "H", "H", "H", "H", "H", "C", "O", "C", "C", "C", "N", "H", "H", "H", "H", "H", "H", "H", "H", "H", "H", "H"], "xyz": [[-4.0062, 3.7604, 2.2837], [-3.3158, 3.1839, 3.3745], [-4.1523, 2.6235, 4.4010], [-3.3565, 1.3329, 4.9295], [-2.9102, 0.3614, 3.8683], [-4.1790, 0.5690, 5.8930], [-4.7171, 4.4807, 2.6887], [-4.4469, 2.9255, 1.7388], [-3.3500, 4.2898, 1.5929], [-4.3373, 3.1856, 5.3164], [-5.1077, 2.2351, 4.0482], [-2.4168, 1.5873, 5.4198], [-2.3071, 0.9199, 3.1525], [-3.8229, -0.0462, 3.4338], [-2.3773, -0.4826, 4.3061], [-4.5164, 1.2174, 6.5901], [-3.6310, -0.1768, 6.2973], [-7.7488, -3.2002, 2.9119], [-7.3053, -2.0155, 2.1225], [-7.5805, -0.7065, 2.7710], [-7.3847, 0.2980, 1.6328], [-5.9702, 0.2762, 0.9955], [-7.6777, 1.5702, 2.1870], [-8.7884, -3.4115, 2.6614], [-7.6262, -3.0114, 3.9784], [-7.2771, -4.1380, 2.6186], [-8.5894, -0.7369, 3.1825], [-6.8353, -0.5458, 3.5500], [-8.0939, 0.0694, 0.8372], [-5.8152, 0.8209, 0.0642], [-5.5935, -0.7399, 0.8786], [-5.2959, 0.6994, 1.7400], [-8.6669, 1.5480, 2.3901], [-7.1644, 1.8822, 2.9990], [4.3097, 2.4426, 2.6022], [3.4078, 2.5996, 3.6848], [4.0220, 3.0359, 4.8668], [3.3498, 2.7389, 6.2249], [4.2687, 2.8005, 7.5302], [2.9576, 1.2814, 6.1008], [3.6599, 2.5432, 1.7329], [4.7153, 1.4309, 2.6095], [5.1201, 3.1627, 2.4887], [4.9148, 2.4158, 4.9474], [4.4361, 4.0426, 4.9240], [2.4580, 3.3529, 6.3509], [4.4924, 3.8564, 7.6823], [5.1919, 2.2211, 7.5193], [3.7095, 2.5041, 8.4176], [3.7411, 0.6440, 6.1026], [2.4134, 1.2093, 5.2531], [-2.1814, 0.4005, -0.1466], [-1.2715, -0.2646, -1.0634], [0.1131, 0.2580, -0.9692], [0.6907, -0.1918, 0.4330], [2.0925, 0.4361, 0.6229], [0.9594, -1.6378, 0.4682], [-2.2821, -0.0456, 0.8428], [-3.1721, 0.4627, -0.5969], [-1.9277, 1.4554, -0.0425], [0.6806, -0.0712, -1.8396], [0.0778, 1.3442, -1.0530], [0.0335, 0.0666, 1.2633], [2.9802, -0.1318, 0.3446], [2.2324, 0.5770, 1.6947], [2.2954, 1.3550, 0.0728], [0.0474, -2.0635, 0.3831], [1.3545, -1.8857, -0.4276], [-2.0717, 2.7537, -3.8555], [-1.4651, 3.2965, -4.9642], [-0.4658, 4.3133, -4.6545], [-0.3555, 5.1692, -5.9341], [0.5888, 6.2738, -5.9676], [-1.6760, 5.7181, -6.1252], [-1.2840, 2.2560, -3.2899], [-2.7302, 1.9392, -4.1572], [-2.6338, 3.4038, -3.1851], [-0.7361, 4.8263, -3.7316], [0.4634, 3.7814, -4.4503], [-0.1245, 4.5612, -6.8088], [0.3628, 6.9881, -5.1759], [0.5877, 6.8273, -6.9066], [1.6197, 6.0257, -5.7152], [-2.3860, 5.1716, -5.6588], [-1.9697, 5.7551, -7.0908], [2.8631, -1.9033, 3.3930], [3.7632, -1.4123, 4.3561], [4.4153, -2.4369, 5.0812], [4.6204, -2.1449, 6.5526], [5.7685, -1.1791, 6.7296], [5.0155, -3.3373, 7.2700], [2.5968, -1.1324, 2.6699], [1.9092, -2.2289, 3.8080], [3.3098, -2.7322, 2.8439], [3.9143, -3.3882, 4.9018], [5.3760, -2.4881, 4.5687], [3.6409, -1.8213, 6.9046], [6.7041, -1.4655, 6.2492], [5.8636, -1.0746, 7.8104], [5.3987, -0.2470, 6.3024], [5.5560, -3.9354, 6.6616], [4.1461, -3.8366, 7.3920], [-1.0679, -2.3085, -3.3100], [-0.8959, -3.4046, -4.1739], [-0.0594, -3.3592, -5.3444], [-0.4361, -4.3567, -6.4882], [-0.4644, -5.8316, -6.1672], [0.5356, -3.9708, -7.6095], [-0.1447, -2.0550, -2.7888], [-1.8413, -2.5737, -2.5892], [-1.2509, -1.3767, -3.8451], [-0.1618, -2.3189, -5.6532], [0.9630, -3.5496, -5.0180], [-1.4044, -4.0797, -6.9049], [0.4087, -6.2427, -5.6606], [-0.6108, -6.4939, -7.0205], [-1.1659, -6.1110, -5.3811], [0.6737, -2.9745, -7.7014], [1.3569, -4.3508, -7.1610], [3.0670, -1.7925, -3.7377], [3.6939, -2.3398, -4.9467], [3.3723, -1.7472, -6.1649], [4.0972, -2.6009, -7.2702], [3.7233, -2.3214, -8.7310], [3.8425, -4.0017, -7.1403], [2.0439, -1.5118, -3.9876], [3.5178, -0.8283, -3.5025], [3.2967, -2.4786, -2.9224], [2.2935, -1.6250, -6.2614], [3.8660, -0.7757, -6.1419], [5.1725, -2.5289, -7.1074], [2.7021, -2.5583, -9.0295], [4.3243, -2.8763, -9.4515], [4.0442, -1.3287, -9.0466], [3.7520, -4.0031, -6.1343], [4.6447, -4.5913, -7.3106]], "forces_ev_per_angstrom": [[-0.33, -0.33, 0.44], [-0.02, 0.22, 1.21], [1.97, -2.72, 0.07], [-0.04, -0.21, 0.46], [-0.83, 0.35, -0.44], [-0.50, 0.90, -0.85], [-0.43, -0.04, -0.43], [-0.64, 0.31, -0.25], [0.41, -0.11, 0.38], [0.13, 0.97, -0.37], [-0.12, 0.19, -0.45], [0.02, 1.02, 0.13], [0.05, -0.41, -0.20], [0.10, -0.12, -0.52], [0.25, 0.15, 0.00], [0.04, -0.34, 0.51], [-0.05, 0.14, 0.28], [-0.21, 1.48, -0.98], [-0.50, -1.08, 1.66], [1.15, -2.62, -1.98], [1.00, -0.80, -0.02], [0.17, -0.52, 1.21], [-1.18, 1.77, -0.64], [-0.36, 0.39, 0.31], [0.03, -0.11, -0.01], [0.82, 0.49, -0.14], [-0.10, 0.36, -0.05], [0.00, 0.10, 0.27], [-0.24, 0.08, 0.11], [-0.55, 0.10, 0.08], [-0.31, -0.11, -0.23], [0.20, 0.29, 0.06], [-0.04, 0.62, 0.35], [0.18, -0.44, 0.02], [-0.92, -0.38, -0.47], [-0.59, 1.22, 0.45], [2.47, -0.40, 1.77], [0.42, -3.18, -0.12], [-0.99, 1.34, -1.30], [-1.31, 1.43, 0.92], [0.27, -0.08, -0.20], [0.24, -0.10, 0.09], [-0.07, 0.27, 0.55], [0.58, -0.13, 0.11], [-0.44, 0.67, -0.92], [-0.09, -0.15, 0.25], [0.45, 0.06, 0.14], [-0.08, -0.03, -0.49], [-0.28, -0.21, -0.31], [0.01, 0.28, -0.37], [0.25, -0.57, -0.11], [0.22, 0.36, -0.99], [0.64, 0.86, 0.42], [-2.00, -0.38, 1.97], [2.34, 0.03, -2.30], [0.15, 0.67, 0.61], [-1.25, -0.04, 0.04], [0.30, -0.26, -0.07], [-0.01, -0.58, -0.20], [0.45, 0.11, 0.23], [0.00, -0.57, 0.21], [-0.09, 0.25, 0.21], [-0.03, 0.15, -0.25], [-0.49, -0.92, -0.28], [0.09, 0.54, -0.08], [-0.61, 0.48, 0.28], [-0.39, -0.51, 0.29], [0.57, -0.02, -0.18], [0.39, -1.61, 0.85], [0.37, 1.65, -0.69], [0.10, -1.31, -1.04], [-1.53, -1.20, -0.10], [1.94, 1.89, 1.38], [-1.42, 0.81, -0.08], [0.01, -0.13, 0.72], [-0.14, 0.17, -0.28], [0.04, 0.57, -0.17], [-0.23, 0.55, -0.22], [0.29, 0.02, 0.01], [0.17, -0.90, 0.30], [-0.40, 0.26, -0.05], [-0.12, -0.20, -0.04], [0.22, -0.51, -0.40], [0.09, -0.18, -0.03], [0.22, 0.09, -0.11], [-0.20, 0.09, -0.44], [-0.67, 0.64, 0.44], [0.32, -0.02, -1.32], [0.85, -0.36, -1.09], [-1.45, 1.18, 0.47], [-0.98, -0.83, 0.31], [0.37, 0.03, 0.21], [-0.03, -0.23, 0.38], [-0.02, -0.13, -0.17], [-0.26, -0.17, 0.31], [0.57, -0.57, 0.27], [0.27, 0.52, 0.49], [-0.18, -0.26, 0.06], [0.50, 0.30, -0.11], [0.67, 0.39, -0.01], [0.41, -0.10, -0.10], [-0.02, -0.61, 0.40], [1.05, 0.09, -0.63], [-0.64, -1.59, -0.29], [-1.08, 0.10, 1.39], [-0.13, 2.47, -0.86], [0.63, -0.82, 0.81], [-0.63, -2.18, 1.47], [0.27, -0.36, 0.49], [0.06, 0.25, -0.22], [-0.74, 0.11, -0.25], [0.32, 0.08, -0.82], [0.37, -0.04, -0.17], [-0.30, 0.00, 0.42], [0.86, 0.50, -0.30], [-0.23, 0.39, -0.20], [-0.76, 0.54, -0.32], [-0.24, 0.17, 0.31], [1.16, 0.25, -0.91], [1.08, 0.53, -2.02], [-0.34, -0.82, 2.09], [1.18, 0.03, -0.60], [-0.01, 0.25, -1.67], [0.97, 1.36, -0.54], [-1.31, -1.17, 2.04], [-0.44, -0.74, 0.50], [0.43, 0.13, 0.08], [-0.64, -0.06, -0.21], [-0.19, -0.15, -0.38], [-0.28, 0.49, -0.55], [0.17, 1.14, -0.09], [-0.13, 0.27, 0.52], [0.24, -0.76, 0.50], [-0.66, 0.60, 0.16], [-0.28, -1.31, 0.62], [0.21, 0.23, -0.35]], "lowdin_charge": [-0.094, -0.202, -0.147, -0.424, -0.078, 0.023, 0.090, 0.071, 0.086, 0.115, 0.098, 0.127, 0.068, 0.066, 0.081, 0.060, 0.068, -0.073, -0.229, -0.161, -0.450, -0.048, 0.031, 0.072, 0.078, 0.074, 0.119, 0.118, 0.141, 0.075, 0.073, 0.040, 0.074, 0.061, -0.101, -0.183, -0.241, -0.345, -0.050, 0.030, 0.070, 0.090, 0.090, 0.111, 0.121, 0.126, 0.062, 0.065, 0.069, 0.018, 0.053, -0.088, -0.225, -0.146, -0.377, -0.082, 0.049, 0.071, 0.077, 0.085, 0.107, 0.104, 0.128, 0.081, 0.050, 0.069, 0.068, 0.062, -0.146, -0.206, -0.139, -0.467, -0.097, 0.033, 0.074, 0.093, 0.090, 0.127, 0.122, 0.137, 0.082, 0.085, 0.078, 0.065, 0.078, -0.107, -0.193, -0.221, -0.456, -0.059, 0.035, 0.045, 0.091, 0.089, 0.118, 0.127, 0.149, 0.088, 0.083, 0.049, 0.072, 0.070, -0.119, -0.200, -0.179, -0.377, -0.068, 0.042, 0.049, 0.095, 0.083, 0.111, 0.112, 0.127, 0.074, 0.079, 0.077, 0.042, 0.025, -0.050, -0.230, -0.190, -0.415, -0.071, 0.021, 0.065, 0.080, 0.096, 0.108, 0.125, 0.133, 0.067, 0.072, 0.067, 0.057, 0.085]}